(1)
# C50H56F9N5O2P2Sr

C50H56F9N5O2P2Sr as an isolated structure at a distorted geometry (wB97M-V/def2-TZVPD, OMol25).

Charge ... 0
Energy relative to the best compared isomer or geometry (same formula, charge and spin) ... 31.18 kcal per mole
E_tot ... -108170.8605 eV
Spin multiplicity ... 1
Kohn-Sham gap ... 6.9 eV

Geometry as XYZ:
```
125
Properties=species:S:1:pos:R:3:lowdin_charge:R:1
Sr 0.7396 0.2667 -8.3188 1.544
C 6.3075 -4.2452 -10.4507 -0.069
C 5.1538 -3.2755 -10.4519 -0.324
C 4.2947 -3.2728 -11.5284 -0.042
C 3.0729 -2.5609 -11.3848 -0.013
C 2.7716 -1.8178 -10.2399 -0.218
N 1.6940 -0.8898 -10.1631 -0.156
C 0.6426 -1.0620 -11.0018 -0.391
C 0.2559 -0.2663 -12.0824 0.000
C -0.9827 -0.4180 -12.7521 -0.053
C -1.9574 -1.2631 -12.2689 -0.271
C -3.4433 -1.1098 -12.7633 -0.033
C -1.6164 -2.1051 -11.2218 0.032
C -0.3217 -1.9870 -10.6546 -0.153
N -0.0763 -2.8262 -9.5199 -0.077
C 0.0170 -4.1666 -9.3322 -0.038
C 0.0396 -4.4433 -7.9661 -0.039
C -0.0195 -3.1734 -7.4047 -0.177
N -0.1005 -2.2619 -8.3082 -0.035
C 3.6786 -1.8901 -9.1383 -0.131
C 4.8051 -2.7079 -9.2633 -0.002
N 3.4363 -1.0541 -8.0123 -0.123
C 3.6536 -1.5000 -6.7436 -0.077
C 3.5303 -0.4556 -5.9372 -0.057
C 3.3488 0.6741 -6.7715 -0.139
N 3.2935 0.2671 -8.0385 -0.025
H 5.8321 -5.2084 -10.3012 0.078
H 7.2512 -4.0174 -9.8943 0.093
H 6.6975 -4.3661 -11.4704 0.070
H 4.4698 -3.9586 -12.3435 0.110
H 2.3423 -2.6698 -12.2590 0.133
H 1.0000 0.4005 -12.6288 0.139
H -1.1451 0.2489 -13.5650 0.098
H -4.1128 -0.7957 -11.9058 0.091
H -3.9479 -2.0621 -12.9333 0.070
H -3.2998 -0.3058 -13.4590 0.056
H -2.3803 -2.8078 -10.8213 0.137
H 0.0832 -4.9101 -10.0997 0.122
H 0.0728 -5.3990 -7.5105 0.087
H -0.1307 -2.9695 -6.3642 0.108
H 5.4436 -2.7858 -8.3532 0.132
H 3.8218 -2.5446 -6.6329 0.127
H 3.5207 -0.5597 -4.8744 0.100
H 3.1189 1.6608 -6.5269 0.084
O 6.8319 -1.4787 2.0816 -0.101
H 7.7214 -1.0106 2.0798 0.064
H 6.6727 -1.4600 1.1153 0.038
O 0.5836 2.3927 -7.1685 -0.665
H 3.7259 -6.1045 11.0878 0.049
H 0.9844 2.9620 -7.8730 -0.104
H 3.8079 -6.5011 10.5448 0.021
F -3.1026 5.3736 11.0704 0.160
C -3.5563 6.1576 10.0953 -0.581
F -4.5874 6.8348 10.6219 0.137
F -2.5511 7.0876 9.9203 0.107
C -3.9028 5.5656 8.8082 -0.117
C -4.9943 6.0903 8.1201 -0.029
C -5.3686 5.5593 6.9357 -0.061
C -4.7353 4.3974 6.3467 -0.351
C -3.8257 3.7673 7.1899 -0.097
C -3.3192 4.4140 8.2865 -0.010
P -5.2322 3.6461 4.7148 1.099
C -7.0423 4.0176 4.7307 -0.370
C -7.7641 5.1625 4.2687 -0.077
C -9.1445 5.1870 4.2586 -0.017
C -9.8725 4.0579 4.6739 -0.105
C -9.2143 2.9101 5.1716 0.006
C -7.8201 2.9335 5.1931 -0.109
C -11.3481 4.1068 4.4135 -0.567
F -12.0751 3.1362 5.1250 0.077
F -11.6410 3.8225 3.1216 0.129
F -11.9293 5.2487 4.6670 0.175
C -4.6003 4.9324 3.5132 -0.349
C -3.6637 5.9052 3.8862 -0.072
C -3.2161 6.8705 2.9995 -0.025
C -3.8293 6.9674 1.8023 -0.144
C -4.7836 6.0603 1.3637 -0.014
C -5.0906 5.0056 2.1797 -0.085
C -3.4564 8.1007 0.8359 -0.504
F -3.3306 7.5794 -0.4647 0.077
F -2.3221 8.7092 1.1562 0.154
F -4.4405 9.0514 0.7288 0.116
H -5.3640 7.0546 8.4378 0.128
H -6.3011 6.0154 6.4206 0.135
H -3.3287 2.8471 6.9406 0.103
H -2.5087 3.9608 8.8071 0.118
H -7.1380 5.9955 3.8585 0.121
H -9.6153 6.1206 3.8985 0.136
H -9.6201 1.9955 5.5797 0.120
H -7.3348 1.9904 5.4399 0.095
H -3.1649 5.8800 4.8905 0.121
H -2.4665 7.6405 3.2116 0.133
H -5.1268 6.1996 0.3368 0.132
H -5.7990 4.2916 1.8259 0.103
C 3.8974 -6.1685 7.9419 -0.121
C 3.6211 -5.2855 6.6592 -0.549
C 3.0247 -6.0400 5.4246 -0.148
P 5.0977 -4.3788 6.0574 1.062
C 6.2641 -3.9004 7.4453 -0.581
C 7.5035 -4.7453 7.2593 -0.192
C 5.8811 -3.7172 8.9589 -0.079
C 4.2565 -2.6430 6.0129 -0.509
C 3.3573 -2.8335 4.6819 -0.143
C 5.1683 -1.4063 5.6738 -0.137
H 4.9367 -6.3987 7.9745 0.042
H 3.3468 -7.1267 7.9317 0.079
H 3.5866 -5.5763 8.8321 0.029
H 3.0227 -4.4057 6.8555 0.062
H 2.9902 -5.6435 4.4712 0.019
H 2.0025 -6.3918 5.5802 0.075
H 3.6895 -6.9284 5.2813 0.086
H 6.4838 -2.9141 6.9424 0.069
H 7.5099 -5.5521 7.9684 0.046
H 8.5212 -4.3161 7.5779 0.097
H 7.6600 -5.2990 6.3354 0.048
H 4.8853 -3.2368 8.9345 0.066
H 6.6599 -3.1570 9.5100 0.085
H 5.6706 -4.7861 9.1791 0.045
H 3.6552 -2.3372 6.9340 0.121
H 2.7752 -1.8235 4.7082 0.097
H 2.7267 -3.6714 4.8489 0.008
H 3.9650 -2.8587 3.7565 0.080
H 6.1167 -1.5394 5.0787 0.088
H 5.5569 -0.9739 6.5301 0.031
H 4.5125 -0.7999 5.0661 0.054
```

***

(2)
# C3H11NO2

A 2-piece molecular cluster, C3H11NO2 overall at a distorted geometry (wB97M-V/def2-TZVPD, OMol25).

Charge ... 0
Energy relative to the best compared isomer or geometry (same formula, charge and spin) ... 24.80 kcal per mole
SMILES ... CCO.NCO
E_tot ... -8873.4142 eV
Spin multiplicity ... 1
Kohn-Sham gap ... 10.0 eV

Geometry as XYZ:
```
17
Properties=species:S:1:pos:R:3:lowdin_charge:R:1
C -3.1989 0.2881 1.9602 -0.305
O -2.4829 1.0810 2.9281 -0.097
C -2.6617 0.6490 0.5885 -0.077
H -3.0719 -0.7710 2.1793 0.106
H -4.2283 0.5554 2.0483 0.094
H -2.7653 0.7919 3.8051 0.079
H -2.1413 -0.1617 0.0883 0.068
H -3.4678 1.0346 -0.0332 0.073
H -1.9637 1.4265 0.7717 0.059
N 3.3599 -1.7275 -1.9164 0.004
C 2.8150 -0.5308 -1.2798 -0.346
O 2.1991 0.2834 -2.2667 -0.069
H 3.1363 -1.6301 -2.8980 0.062
H 4.3536 -1.8329 -1.7817 0.057
H 2.1676 -0.8303 -0.4521 0.105
H 3.5808 0.1405 -0.8784 0.109
H 1.2422 0.2808 -2.2751 0.078
```

***

(3)
# C20H63N5O9

A 9-piece molecular cluster, C20H63N5O9 overall at a distorted geometry (wB97M-V/def2-TZVPD, OMol25).

Charge ... 0
Energy relative to the best compared isomer or geometry (same formula, charge and spin) ... 19.28 kcal per mole
SMILES ... COC[C@H](C)N.COC[C@H](C)N.COC[C@H](C)N.COC[C@H](C)N.COC[C@H](C)N.O.O.O.O
E_tot ... -47637.5539 eV
Spin multiplicity ... 1
Kohn-Sham gap ... 9.3 eV

Geometry as XYZ:
```
97
Properties=species:S:1:pos:R:3:lowdin_charge:R:1
C 4.9149 -0.6980 -1.5502 -0.051
C 5.6200 -1.5316 -0.4953 -0.455
C 5.0481 -2.9291 -0.3414 -0.212
O 3.6433 -2.9470 -0.2932 -0.198
C 3.1029 -2.5250 0.9325 -0.103
N 7.0409 -1.6418 -0.8221 0.033
H 5.3334 0.3079 -1.5660 0.076
H 3.8572 -0.6337 -1.2903 0.060
H 5.0316 -1.1552 -2.5334 0.085
H 5.4770 -1.0120 0.4687 0.133
H 5.4765 -3.3804 0.5675 0.125
H 5.3683 -3.5732 -1.1650 0.132
H 3.7368 -2.8023 1.7861 0.101
H 2.1237 -2.9653 1.1013 0.064
H 2.9800 -1.4387 1.0212 0.082
H 7.5021 -0.7439 -0.8244 0.070
H 7.5572 -2.2739 -0.2271 0.068
C -2.6808 0.1592 3.8055 -0.047
C -3.2492 -1.2460 3.6237 -0.442
C -4.6537 -1.3788 4.1507 -0.222
O -4.6504 -1.0534 5.5312 -0.187
C -5.9431 -0.8829 6.0440 -0.125
N -3.2389 -1.7056 2.2389 0.052
H -3.3652 0.8952 3.3637 0.078
H -1.7452 0.2469 3.2486 0.061
H -2.5155 0.4106 4.8505 0.078
H -2.6134 -1.9338 4.1943 0.141
H -5.0298 -2.3968 4.0024 0.131
H -5.3144 -0.6681 3.6246 0.129
H -6.6260 -1.6722 5.7048 0.087
H -6.3735 0.0883 5.7650 0.088
H -5.8848 -0.9281 7.1316 0.086
H -2.3955 -1.3930 1.7689 0.045
H -4.0133 -1.3034 1.7177 0.062
C 4.4868 4.9139 -0.3535 -0.067
C 3.1184 5.0867 0.3166 -0.416
C 2.7861 3.8726 1.1653 -0.229
O 2.1488 2.9126 0.3665 -0.197
C 2.3707 1.5736 0.7394 -0.109
N 3.0492 6.3024 1.1699 0.026
H 4.6097 3.8995 -0.7418 0.073
H 5.2965 5.0429 0.3712 0.074
H 4.6098 5.6492 -1.1495 0.071
H 2.3485 5.1757 -0.4491 0.133
H 2.1611 4.1533 2.0247 0.125
H 3.6935 3.4480 1.6309 0.123
H 3.4507 1.3951 0.8949 0.085
H 2.0071 0.9691 -0.0844 0.072
H 1.9540 1.3267 1.7234 0.082
H 3.0433 7.1083 0.5491 0.064
H 3.9329 6.4063 1.6644 0.064
C -1.9193 2.2603 -3.1903 -0.050
C -1.4750 2.9047 -1.8821 -0.407
C -1.1446 1.8872 -0.8016 -0.204
O -2.1709 0.9623 -0.4882 -0.240
C -3.4160 1.5290 -0.1111 -0.091
N -0.1683 3.6272 -2.1031 0.038
H -2.8153 1.6452 -3.0962 0.055
H -1.1403 1.5721 -3.5339 0.085
H -2.0848 3.0155 -3.9583 0.080
H -2.1296 3.6997 -1.5255 0.137
H -0.8915 2.4604 0.1014 0.133
H -0.2485 1.3190 -1.0552 0.117
H -3.2856 2.4180 0.5139 0.099
H -3.9106 0.7500 0.4644 0.078
H -3.9917 1.8089 -0.9975 0.090
H -0.3618 4.4992 -2.5859 0.068
H 0.3467 3.0682 -2.7801 0.067
C -2.7373 -2.9736 -1.3208 -0.050
C -2.4547 -1.8998 -2.3467 -0.440
C -2.2964 -2.4801 -3.7302 -0.209
O -2.1413 -1.4088 -4.6593 -0.210
C -2.3861 -1.8015 -5.9859 -0.117
N -3.5927 -0.9557 -2.3627 0.071
H -2.9850 -2.5484 -0.3481 0.059
H -1.8833 -3.6430 -1.1871 0.071
H -3.6028 -3.5653 -1.6252 0.084
H -1.4937 -1.4089 -2.1265 0.119
H -3.1525 -3.1031 -4.0270 0.130
H -1.4196 -3.1427 -3.7954 0.130
H -1.8463 -2.7208 -6.2377 0.087
H -2.0292 -1.0017 -6.6363 0.086
H -3.4586 -1.9353 -6.1668 0.092
H -3.4459 -0.3532 -1.5588 0.028
H -3.4328 -0.3748 -3.1798 0.047
O -0.2199 -4.6098 0.9911 -0.045
H 0.2321 -5.4020 1.2961 0.039
H 0.4730 -4.0920 0.5702 -0.009
O 0.0977 -1.0483 0.8324 -0.060
H 0.2234 -1.6583 0.0860 0.004
H -0.5759 -0.4225 0.5399 0.025
O 1.1189 -0.4405 3.3845 -0.078
H 0.7983 -0.5907 2.4815 -0.029
H 0.7498 -1.1675 3.8927 0.032
O 1.0075 -2.3795 -1.3841 -0.039
H 1.6378 -3.0692 -1.6198 0.062
H 1.0340 -1.7603 -2.1198 0.066
```

***

Number 1: LUMO energy -0.00906 Eh. Number 2: LUMO energy 0.02787 Eh. Number 3: LUMO energy 0.01103 Eh.